[1]
The following is a DFT calculation (the ωB97M-V functional and the def2-TZVPD basis) of a structure of composition C14H32N6O6SZn in a non-equilibrium geometry.

XYZ file:
```
60
Properties=species:S:1:pos:R:3:forces:R:3:mulliken_charge:R:1
O 1.7363 -0.6979 -2.9360 -0.7953 0.9828 -1.2460 -0.757
H 1.8764 0.0075 -3.6219 -0.0334 -1.1669 0.9047 0.192
Zn -1.2557 -0.0599 -1.3279 2.2066 -0.3830 2.3449 0.265
N -0.3835 1.6955 0.0678 -0.8511 -0.9707 1.1813 0.475
N 1.7939 0.5111 -0.7821 1.9695 1.1229 -0.7015 0.764
N -1.5026 -1.1715 0.3740 1.4209 -4.0693 1.1653 0.642
N 0.6298 -2.0561 -0.7038 -2.3501 -2.3598 2.0227 0.237
O -1.1448 1.7751 1.1383 0.4039 0.6714 -1.0875 -0.475
O -1.9504 -0.5763 1.4989 -0.7961 1.2581 -0.3412 -0.527
O 1.8644 -2.4813 -0.9529 0.7164 0.6365 -3.8713 -0.481
O 2.8415 -0.0821 -0.9254 -1.1061 1.1454 0.9040 -0.367
C 1.8490 1.9029 -0.5124 -0.9250 -1.0028 0.0159 0.193
C 0.7022 2.4621 0.0986 1.5580 -0.5913 -0.6586 0.187
C -1.3394 -2.5106 0.4937 -0.2339 4.3233 -0.8684 0.408
C -0.1473 -3.0160 -0.1866 0.1041 2.6325 -1.6228 0.222
C 0.8349 3.7219 0.8726 -0.1952 0.7364 0.1994 -1.204
H 1.0988 3.5721 1.9267 -0.1444 -0.3516 -0.0953 0.132
H -0.0942 4.3049 0.8401 0.3421 -0.3541 0.0451 0.372
H 1.6287 4.3472 0.4708 0.0979 -0.1074 -0.1858 0.408
C 3.1641 2.5735 -0.6244 0.2761 0.3559 -0.6926 -1.590
H 3.0965 3.5161 -1.1953 -0.0466 -0.3410 0.2411 0.397
H 3.8441 1.9014 -1.1462 0.0689 0.1709 0.0636 0.382
H 3.5935 2.8049 0.3450 0.0501 -0.0229 0.2544 0.287
C -2.1904 -3.2971 1.4036 0.8058 -0.4356 0.4243 -1.419
C 0.0086 -4.4585 -0.3068 1.1036 -1.7329 -0.2885 -1.422
H -2.7569 -2.6381 2.0347 -0.2465 0.1979 0.2592 0.411
H -1.5688 -3.9623 2.0167 -0.3185 -0.0289 -0.0254 0.296
H -2.8649 -3.8963 0.8006 -0.1362 -0.2722 -0.0286 0.331
H 0.8734 -4.6919 -0.9710 -0.6038 0.1204 0.5808 0.356
H -0.9052 -4.8851 -0.7694 0.4057 0.2121 0.3017 0.328
H 0.1624 -4.9818 0.6634 -0.0367 0.3017 -0.5615 0.269
H -1.6214 0.4100 1.3304 -0.8669 -0.6755 0.5101 0.310
H 2.0502 -1.9308 -1.8613 0.1073 -0.8290 2.1406 0.558
C -2.9014 0.7242 -1.7181 0.3087 1.8397 -2.1036 -0.832
H -2.9859 1.7912 -1.3729 0.3415 -1.0331 -0.5672 0.278
H -3.8148 0.2224 -1.5173 -0.5819 -0.7211 -0.0293 0.399
H -2.5849 0.6521 -2.8120 -1.6170 0.7900 0.5692 -0.022
O -1.9992 4.6473 0.9942 -0.7222 -1.0825 0.3656 -0.692
H -2.1039 5.1523 1.7995 -0.0890 0.3682 0.2217 0.309
H -2.1816 3.7214 1.2970 0.3646 0.8064 -0.5743 0.294
C -0.6139 -2.8596 5.6614 0.4363 0.2598 -0.0335 -1.160
C 0.6078 -1.9875 5.3517 -0.3921 0.0907 -0.7915 -0.502
N 0.6270 -1.6304 3.9059 0.1302 -0.1554 1.0804 -0.013
C 1.2117 -0.5442 3.3815 0.3335 0.2417 -1.7335 -0.338
S 1.6257 -0.5086 1.7207 0.0309 -0.2531 2.1901 -0.020
N 1.3823 0.5636 4.1965 -0.0892 -0.6776 -0.0171 -0.218
C 0.1495 1.1570 4.7072 -0.1050 0.2811 0.3360 0.076
C 0.5017 2.3700 5.5550 -0.0233 -0.2682 -0.0195 -1.382
H -1.5222 -2.4524 5.2224 -0.0073 0.0869 -0.0358 0.272
H -0.7434 -2.9150 6.7370 -0.0630 -0.1162 0.1684 0.379
H -0.4608 -3.8708 5.2876 -0.0851 -0.0589 -0.0597 0.348
H 0.6047 -1.0679 5.9362 0.0598 -0.2163 -0.0886 0.429
H 1.5205 -2.5362 5.5829 0.1115 0.0369 0.1079 0.304
H 0.5919 -2.4133 3.2686 -0.0721 0.1459 -0.0579 0.202
H 1.9717 1.2412 3.7342 -0.1322 -0.0081 -0.1792 0.407
H -0.5103 1.4454 3.8790 0.0396 -0.0275 0.0039 -0.047
H -0.3867 0.4100 5.3003 0.0382 0.2331 -0.0841 0.302
H 0.9372 3.1547 4.9322 -0.0057 0.0182 0.0747 0.298
H -0.3949 2.7553 6.0299 -0.0717 0.1816 0.0602 0.413
H 1.2224 2.0957 6.3314 -0.0896 0.0649 -0.0877 0.337
```
Positions in Å, forces in eV/Å.

The value obtained for the largest force on an atom is 4.5 eV/Å. The value obtained for the energy above the lowest of the compared OMol25 structures with the same formula, charge and spin is 146.6 kJ/mol. The calculation puts the LUMO energy (alpha / beta) at -1.341 / -2.059 eV. The value obtained for the total energy is -95503.153 eV. As for the HOMO-LUMO gap (alpha / beta): 6.4 / 5.2 eV.

[2]
The following is a DFT calculation (the ωB97M-V functional and the def2-TZVPD basis) of a structure of composition C14H32NO8S2 in a non-equilibrium geometry.

XYZ file:
```
57
Properties=species:S:1:pos:R:3:forces:R:3:mulliken_charge:R:1
C -1.6463 4.1244 -2.0110 -0.4004 0.3386 -0.1633 -0.911
C -2.1974 3.3787 -3.1923 1.2213 -0.4915 -1.6360 0.805
O -1.4952 2.9638 -4.1042 -1.3729 0.5096 1.5826 -0.563
O -3.5559 3.2260 -3.1703 0.4555 0.0187 0.3756 -0.447
C -4.0206 1.8737 -3.0444 -0.3320 -0.3579 -0.3726 -0.722
C -4.2979 1.5145 -1.5954 1.0556 0.0323 -0.1044 -0.846
C -3.0841 0.8069 -0.9424 -1.3283 -0.0335 -0.2322 0.028
C -3.2932 -0.6986 -0.9806 0.0862 0.1845 0.4453 -0.776
C -2.1615 -1.5492 -0.4194 0.1831 -0.1045 -0.8176 -1.039
C -0.7497 -1.1595 -0.8610 -0.1506 -0.3799 0.7690 0.110
S -0.0545 -2.2365 -2.0772 0.8120 0.2405 0.1063 1.103
O 1.2159 -1.6311 -2.4427 0.1485 0.0940 0.0299 -0.709
O -0.9855 -2.3364 -3.1810 -0.6028 -0.0673 -0.1336 -0.697
N 0.1417 -3.6273 -1.3013 0.0236 0.3586 -0.9225 -0.312
S 1.0945 -4.6117 -2.1431 -0.2231 -0.1591 0.8651 0.810
O 0.5040 -5.9231 -2.1978 -0.2347 -0.3759 -0.1498 -0.693
O 2.4551 -4.5653 -1.6697 0.4383 0.1100 0.0301 -0.608
H -1.1663 3.4187 -1.3468 0.1885 -0.2167 0.1405 0.195
H -0.9261 4.8629 -2.3277 0.3686 0.0294 -0.1555 0.350
H -2.4331 4.6321 -1.4721 -0.2475 0.0243 0.1684 0.329
H -3.2967 1.1969 -3.4886 0.2267 -0.0977 -0.1078 0.451
H -4.9173 1.7889 -3.6415 -0.2836 0.2207 -0.1949 0.340
H -5.1694 0.8746 -1.5574 -0.3314 -0.0651 0.2173 0.489
H -4.4694 2.4443 -1.0701 -0.4848 0.2298 0.1310 0.439
H -2.2135 1.1170 -1.5003 0.5311 0.0558 0.1546 0.122
H -3.0422 1.1246 0.0936 0.4850 0.1245 0.2403 0.174
H -3.5766 -1.0096 -1.9799 0.2241 -0.1111 -0.3726 0.406
H -4.1659 -0.8864 -0.3593 -0.3329 -0.1277 0.0466 0.310
H -2.3241 -2.5600 -0.7762 -0.0992 -0.3614 0.1456 0.384
H -2.1995 -1.5980 0.6611 -0.0696 0.1745 0.3242 0.381
H -0.6524 -0.1709 -1.2848 -0.0900 0.2103 -0.3204 0.302
H -0.0857 -1.1936 -0.0013 0.1839 -0.0931 -0.2342 -0.243
H 1.1247 -4.1361 -3.4054 -0.1146 0.1195 -0.0243 0.162
C 2.6262 -3.8441 1.5784 -0.1199 -0.0685 0.0571 -1.349
C 2.6478 -2.3685 1.2311 0.0196 -0.1545 0.3125 0.551
C 3.5794 -1.5904 2.1491 -0.0020 0.2336 -0.0563 -1.306
O 1.3266 -1.8261 1.3209 0.1908 0.2131 0.0802 -0.469
H 2.2714 -3.9856 2.6081 0.1069 0.0597 0.0141 0.401
H 1.9501 -4.3741 0.9157 -0.0005 -0.0199 -0.1484 0.243
H 3.6191 -4.2859 1.4878 0.0066 -0.0125 -0.0096 0.367
H 2.9573 -2.2400 0.1942 -0.1779 -0.0041 -0.0756 0.287
H 3.2490 -1.6696 3.1909 0.0208 -0.0964 -0.0024 0.309
H 3.5731 -0.5304 1.8844 0.0423 -0.0239 -0.0370 0.171
H 4.6036 -1.9601 2.0838 0.0084 -0.0180 0.0065 0.436
H 1.0180 -1.9547 2.2232 -0.0073 -0.1097 0.0601 0.237
C 1.3898 1.7377 2.9246 -0.1149 -0.0286 -0.1347 -0.990
C 2.5323 2.6988 2.6427 -0.2235 0.0278 0.4300 0.411
C 3.4284 2.8689 3.8605 0.1434 0.0669 -0.0649 -1.255
O 2.0208 3.9692 2.2323 0.1807 -0.0447 -0.2451 -0.571
H 0.7560 2.1183 3.7322 0.0932 0.0193 0.0742 0.391
H 0.7584 1.6243 2.0437 0.0567 -0.0581 -0.0443 0.241
H 1.7622 0.7538 3.2104 -0.0115 -0.0149 -0.0133 0.189
H 3.1227 2.3263 1.8058 -0.0288 0.0915 -0.0946 0.239
H 2.8598 3.2848 4.6974 -0.0539 -0.0747 0.0123 0.323
H 4.2424 3.5609 3.6427 0.0175 -0.0232 -0.0310 0.333
H 3.8556 1.9150 4.1732 -0.0141 -0.0091 0.0139 0.336
H 1.4936 4.3165 2.9571 -0.0666 0.0157 0.0655 0.350
```
Positions in Å, forces in eV/Å.

Its charge is -1. The value obtained for the largest force on an atom is 2.2 eV/Å. The calculation puts the LUMO energy at 2.364 eV. The value obtained for the total energy is -54578.224 eV. As for the HOMO-LUMO gap: 7.5 eV.

[3]
The following is a DFT calculation (the ωB97M-V functional and the def2-TZVPD basis) of a cluster of 2 separate species, C14H33B2ClO5P in total in a non-equilibrium geometry.

XYZ file:
```
56
Properties=species:S:1:pos:R:3:forces:R:3:mulliken_charge:R:1
C 4.1638 -3.0065 -0.8541 0.2587 -0.9589 0.7602 -1.005
B 2.9890 -2.9794 0.2418 0.6494 0.0724 0.0167 0.173
O 2.6387 -4.2411 0.7583 -0.4171 -0.1499 -0.9806 -0.665
B 2.2582 -1.5177 0.6834 -1.2969 -0.3491 -0.7676 0.728
Cl 3.0010 -0.7928 2.2930 0.3334 0.0554 0.3120 -0.462
C 0.6061 -1.6469 0.8814 0.4919 0.2074 -0.7980 -0.833
C -0.1648 -0.5738 0.0571 -0.2501 -0.5841 1.3057 -0.479
C -1.4995 -0.2119 0.7568 0.3217 0.4352 -0.4745 0.747
C -1.9734 1.2194 0.4161 0.0315 0.0060 0.2302 -1.308
C -2.5639 -1.3044 0.5663 0.8796 0.0904 -0.1232 -0.642
C -3.2275 -1.3429 -0.8081 -0.7982 -1.8637 -1.1327 -0.386
C -4.5887 -2.0684 -0.6986 0.2271 -0.2638 0.2633 -0.927
C -4.8007 -3.1283 0.1807 0.0339 -0.0631 -0.7851 0.732
C -4.2206 -4.4895 -0.1432 1.7706 1.1465 1.6759 -1.184
C -5.5420 -2.9954 1.4802 -1.3354 -0.2536 -0.9431 -1.312
H 3.7872 -2.7405 -1.8446 -0.0187 0.2429 0.0756 0.312
H 4.5946 -4.0169 -0.9238 -0.0143 0.0637 -0.1278 0.212
H 4.9810 -2.3396 -0.5660 -0.1358 0.2581 -0.2077 0.283
H 1.6730 -4.3036 0.8131 0.3777 0.2778 0.6948 0.301
H 2.4314 -0.7241 -0.2271 0.2797 0.2943 0.0904 -0.264
H 0.2340 -2.6273 0.5393 0.0332 -0.0854 0.3089 0.016
H 0.4046 -1.5486 1.9525 -0.2808 -0.0516 -0.0475 0.220
H -0.3529 -0.9669 -0.9460 0.1279 0.2464 -0.1420 0.051
H 0.4844 0.2998 -0.0002 -0.1889 0.1509 -0.2031 0.073
H -1.2569 -0.2052 1.8217 -0.0143 -0.0220 0.0407 0.359
H -1.1603 1.8078 -0.0117 0.0334 -0.0661 -0.0475 0.230
H -2.2590 1.7434 1.3324 -0.2174 0.0013 -0.0821 0.301
H -2.8108 1.2728 -0.2818 0.0013 -0.0405 0.0393 0.298
H -3.2783 -1.2635 1.3894 -0.3301 0.1843 -0.2441 0.341
H -2.0412 -2.2595 0.6861 -0.0971 -0.0311 0.1683 0.150
H -2.6139 -1.8678 -1.5537 0.4955 0.3836 0.1437 0.278
H -3.4680 -0.3666 -1.2243 0.0940 0.0452 0.0689 0.390
H -5.3955 -1.7560 -1.3644 -0.5783 1.4727 1.3828 0.354
H -3.7384 -4.9250 0.7454 -0.1071 -0.3883 -0.1763 0.323
H -3.4505 -4.3620 -0.9046 -0.1753 -0.3181 -0.2291 0.321
H -5.0346 -5.1347 -0.4713 0.0035 0.0364 -0.1543 0.339
H -4.8275 -3.2353 2.2730 0.0681 -0.1309 -0.0831 0.278
H -5.8347 -1.9612 1.6483 -0.2189 -0.0251 -0.0564 0.343
H -6.4095 -3.6635 1.5752 0.0309 -0.0007 0.2853 0.415
C 3.3294 4.1055 -2.8493 0.0400 -0.0744 -0.1643 -0.692
O 3.2491 3.7463 -1.4688 -0.0660 0.2230 -0.1069 -0.292
P 2.0294 4.3094 -0.6014 -0.1749 -0.4884 0.2039 0.971
O 0.9679 4.9445 -1.3828 0.1052 0.0435 -0.1043 -0.758
O 2.7354 5.2597 0.4685 -0.0985 0.0052 0.0528 -0.354
C 3.2558 6.5012 0.0060 0.1174 0.0901 -0.0807 -0.757
O 1.5799 3.0847 0.2648 0.1534 0.4138 -0.0314 -0.061
C 2.5374 2.4380 1.1340 0.1315 -0.2329 0.3061 -0.572
H 3.6375 5.1471 -2.9541 -0.0447 0.0061 -0.0370 0.282
H 4.0751 3.4643 -3.3143 0.0413 -0.0345 0.1351 0.246
H 2.3736 3.9532 -3.3475 -0.0281 0.0776 0.0481 0.317
H 2.6051 6.9451 -0.7494 -0.0286 -0.0353 0.0108 0.347
H 4.2554 6.3524 -0.4084 -0.0097 0.0057 -0.0143 0.260
H 3.3210 7.1769 0.8558 -0.0119 -0.0714 0.0481 0.243
H 2.8310 3.1146 1.9366 -0.0329 0.0836 -0.0793 0.326
H 3.4153 2.1189 0.5751 -0.0688 -0.0233 -0.0694 0.344
H 2.0678 1.5615 1.5673 -0.0931 -0.0129 -0.1744 0.050
```
Positions in Å, forces in eV/Å.

Its charge is -1. The value obtained for the largest force on an atom is 2.7 eV/Å. The calculation puts the LUMO energy at 2.520 eV. The value obtained for the total energy is -48457.313 eV. As for the HOMO-LUMO gap: 6.6 eV.

[4]
The following is a DFT calculation (the ωB97M-V functional and the def2-TZVPD basis) of a structure of composition C14H33Br8F3GaN4 in a non-equilibrium geometry.

XYZ file:
```
63
Properties=species:S:1:pos:R:3:forces:R:3:mulliken_charge:R:1
N -0.9071 2.2821 2.0401 -0.2177 0.1010 -0.2923 -0.436
C -0.4131 2.1895 0.6142 1.4181 1.2957 -0.1471 0.385
Ga -1.2406 0.6718 -0.5156 -0.8022 -0.3833 1.7814 -0.918
C -3.2953 0.4999 -0.3985 -1.0986 -1.2064 0.1536 -0.445
C -3.9556 0.9126 1.0433 -1.4509 -0.0500 -0.3494 -0.523
C -4.1177 -0.4131 2.0504 -1.4177 0.3317 -1.4186 0.744
F -5.4049 -1.0652 1.6021 3.7478 1.2393 1.7872 -0.306
F -3.0567 -1.4278 1.8564 -3.3491 3.0092 1.5015 -0.204
F -4.3415 -0.0246 3.4751 1.0942 -1.8082 -4.0666 -0.278
C -0.4431 -1.2064 -0.1903 0.7467 -0.9697 -0.4175 -0.103
C 0.6652 -1.2992 1.0132 -0.6853 -1.3422 0.2030 -0.119
N 0.7487 -2.7926 1.3939 -0.1586 0.9652 0.1870 -0.729
N 2.0717 -0.8969 0.6254 -0.8834 0.0859 0.2823 -0.461
N 0.2967 -0.5718 2.2869 0.1275 0.4319 -1.0699 0.278
H -0.1690 2.5827 2.7135 -1.0257 -0.8481 -0.8555 0.220
H -1.4219 1.4300 2.3520 1.3021 1.1097 -0.2371 0.006
H 0.7669 2.0336 0.6189 -2.2034 0.2693 -0.1096 0.066
H -0.5819 3.2351 0.0695 0.3423 -2.1056 1.2293 -0.155
H -0.9090 1.0367 -2.0697 -6.8544 1.1992 3.5784 0.161
H -3.7689 1.0586 -1.3224 0.5378 -0.8545 2.1510 0.306
H -3.5471 -0.6554 -0.5605 0.4023 2.4186 0.2282 0.259
H -3.4642 1.8323 1.5747 -0.5959 -2.0535 -0.8138 0.186
H -5.0802 1.2387 0.8105 2.2602 -0.8408 0.9906 0.270
H 0.1208 -1.5463 -1.1863 -1.0766 0.6167 2.1569 0.191
H -1.3428 -1.9821 -0.0759 2.0238 1.5047 0.1314 0.247
H 1.4995 -2.8107 2.1282 -1.2510 -0.2837 -0.8315 0.206
H -0.2037 -2.9699 1.8330 1.8252 0.0868 -0.4712 0.406
H 2.3944 -1.3414 -0.2618 -0.7340 0.7706 1.0537 0.047
H 2.2216 0.1356 0.6415 -0.5349 -1.3383 -0.3202 0.264
H 0.9430 -0.7955 3.0810 -1.4460 0.3511 -1.7267 -0.108
H -0.7079 -0.6819 2.5470 1.4193 -0.1766 -0.4240 0.025
Br -0.3712 5.3530 -1.7973 -0.1200 0.0125 -0.0986 -0.153
C -2.2489 5.1263 -2.2741 0.1748 0.1193 -0.1824 -0.503
C -3.1520 5.8295 -1.2874 -0.3061 -0.1200 0.1360 -0.554
Br -3.3154 4.8119 0.3686 0.1230 0.1141 -0.0615 -0.117
H -2.4336 4.0508 -2.3419 0.0302 0.2182 0.1353 0.252
H -2.3448 5.5704 -3.2689 -0.0357 -0.0459 0.1862 0.367
H -4.1706 5.9000 -1.6793 0.2003 -0.0280 -0.0294 0.333
H -2.8025 6.8291 -1.0147 0.0140 -0.2802 -0.1358 0.348
Br -1.6286 -1.3086 5.4014 0.0548 -0.1433 0.0364 -0.106
C -0.2441 -2.2018 6.4454 -0.2732 0.1614 0.0831 -0.545
C 1.1013 -1.5432 6.2458 0.3011 -0.1651 0.0896 -0.628
Br 1.8860 -2.0469 4.5327 0.5253 -0.3996 1.0904 -0.162
H -0.2582 -3.2567 6.1582 0.1200 0.2870 0.0223 0.356
H -0.5685 -2.1086 7.4857 0.1337 0.0048 -0.1534 0.327
H 1.8155 -1.8892 6.9983 -0.1741 0.0419 -0.0800 0.321
H 1.0576 -0.4508 6.2682 -0.1099 -0.2862 -0.0285 0.381
Br 0.1949 0.8754 -2.8920 5.2786 -0.7647 -2.5421 -0.147
C 2.0168 0.5841 -3.5246 1.6286 -0.0585 -1.8976 -0.760
C 2.0371 0.2536 -4.9990 1.0223 0.2076 0.1366 -0.551
Br 1.4935 -1.5925 -5.3157 -0.1447 0.1957 -0.0395 -0.176
H 2.4510 -0.1996 -2.8978 -0.0268 0.0193 -0.1883 0.113
H 2.5379 1.5264 -3.3334 0.1298 -0.0421 -0.1556 0.367
H 3.0540 0.3225 -5.3958 -0.1393 -0.1422 -0.3342 0.349
H 1.3756 0.8881 -5.5954 0.0566 -0.1066 0.1869 0.387
Br 3.7896 -3.2390 -2.1300 0.0534 -0.2039 -0.0671 -0.041
C 5.1365 -3.9968 -3.3199 0.0234 0.2388 0.2765 -0.595
C 4.9692 -3.4842 -4.7316 0.0237 -0.1763 -0.2625 -0.504
Br 3.4854 -4.3727 -5.6334 0.2915 -0.2009 0.0275 -0.136
H 5.0573 -5.0845 -3.2404 -0.0194 0.2822 -0.1374 0.351
H 6.0957 -3.6755 -2.9041 -0.1283 -0.0344 -0.1504 0.323
H 5.8506 -3.7201 -5.3346 -0.1194 0.0160 0.1456 0.326
H 4.7765 -2.4090 -4.7832 -0.0501 -0.2467 0.1274 0.292
```
Positions in Å, forces in eV/Å.

Its charge is -1. The value obtained for the largest force on an atom is 7.8 eV/Å. The calculation puts the LUMO energy at 2.087 eV. The value obtained for the total energy is -641876.671 eV. As for the HOMO-LUMO gap: 5.4 eV.

Which formula does entry 4 have? C14H33Br8F3GaN4